1.
{"formula": "C4H10NOS", "method": "wB97M-V/def2-TZVPD", "symbols": ["C", "C", "C", "C", "N", "O", "S", "H", "H", "H", "H", "H", "H", "H", "H", "H", "H"], "positions_angstrom": [[-1.48800, 0.41367, 0.60550], [1.31851, 0.13640, -0.86613], [1.92838, 1.52718, -1.02010], [-0.88886, 0.98351, -0.37623], [-1.66503, -2.10037, 1.31657], [-0.86587, 1.85946, -1.24010], [2.42783, -1.01826, -0.38245], [-1.91195, 0.65729, 1.48419], [1.52628, 2.27030, -0.18681], [1.61177, 1.94721, -1.97703], [3.04087, 1.43895, -0.76500], [1.59430, -2.12652, -0.33928], [-2.63528, -2.03037, 1.74586], [-1.69130, -2.94811, 0.84383], [-1.30607, -0.67555, 0.67430], [0.01771, 2.10244, -1.63277], [-1.01329, -2.43721, 2.11565]], "charge": 1, "molar_mass_g_mol": 120.20, "orbital_gap_ev": 8.25}



2.
{"formula": "C4H10NOS", "method": "wB97M-V/def2-TZVPD", "symbols": ["C", "C", "C", "C", "N", "O", "S", "H", "H", "H", "H", "H", "H", "H", "H", "H", "H"], "positions_angstrom": [[0.66593, -0.90769, -0.16054], [1.41303, 0.33904, -0.55024], [-0.66776, -1.06083, -0.88714], [1.90757, 1.21561, 0.31573], [-1.79389, -0.15937, 1.30658], [-1.10408, 1.50402, -0.42064], [-1.90875, 0.16508, -0.33403], [1.28262, -1.77094, -0.42849], [0.51451, -0.93793, 0.91998], [1.59570, 0.45668, -1.61253], [-0.11405, 1.45472, -0.29483], [-0.55517, -0.91520, -1.96262], [-1.10011, -2.04596, -0.71745], [1.78190, 1.09842, 1.38074], [2.47236, 2.07138, -0.00554], [-2.23494, 0.56017, 1.87322], [-2.15490, -1.06720, 1.57782]], "charge": 1, "molar_mass_g_mol": 120.20, "orbital_gap_ev": 10.69}



3.
{"formula": "C4H10NOS", "method": "wB97M-V/def2-TZVPD", "symbols": ["C", "C", "C", "C", "N", "O", "S", "H", "H", "H", "H", "H", "H", "H", "H", "H", "H"], "positions_angstrom": [[0.85993, -1.23864, -1.08281], [1.15971, -1.47800, 0.42548], [0.38044, 0.89954, -0.05740], [-0.23707, 2.24857, -0.08175], [0.19754, 0.05426, -1.04629], [-1.87549, -0.65895, 1.20561], [1.31795, 0.28262, 1.20406], [1.74652, -1.16727, -1.68420], [0.17989, -1.98296, -1.60226], [0.27339, -1.96102, 0.78738], [2.17258, -2.04964, 0.61877], [-0.02251, 3.00146, -0.84426], [0.10131, 2.72778, 0.88139], [-1.36811, 2.14612, 0.01268], [-0.45329, 0.28204, -1.89626], [-2.06817, -1.29697, 1.93819], [-2.36461, 0.19107, 1.22169]], "charge": 1, "molar_mass_g_mol": 120.20, "orbital_gap_ev": 10.00}



Stability check: which of them is least stable? 1.



1.
{"formula": "C20H32O5", "method": "wB97M-V/def2-TZVPD", "symbols": ["C", "C", "C", "C", "C", "C", "O", "C", "C", "C", "C", "C", "C", "C", "C", "C", "C", "C", "O", "O", "O", "C", "C", "C", "O", "H", "H", "H", "H", "H", "H", "H", "H", "H", "H", "H", "H", "H", "H", "H", "H", "H", "H", "H", "H", "H", "H", "H", "H", "H", "H", "H", "H", "H", "H", "H", "H"], "positions_angstrom": [[5.79171, -1.02250, -1.84752], [4.31807, -0.64198, -1.92866], [3.37664, -1.84863, -1.87892], [3.29776, -2.47942, -0.48926], [2.54537, -3.81268, -0.43859], [1.05929, -3.75492, -0.85958], [0.89279, -3.89795, -2.25103], [0.39480, -2.52977, -0.29169], [-0.24915, -1.61618, -0.99790], [-0.87806, -0.39177, -0.41813], [-2.39509, -0.33459, -0.71884], [-3.26395, -0.24077, 0.53053], [-3.34925, 1.24508, 0.76413], [-3.76324, 1.81975, 1.88505], [-3.86069, 3.28920, 2.15790], [-2.60735, 3.87747, 2.83322], [-1.94622, 2.92648, 3.84567], [-1.03257, 1.96464, 3.12431], [-1.16565, 0.77057, 3.04485], [-0.02039, 2.61933, 2.55448], [-2.91785, 1.93810, -0.34396], [-2.62333, 1.02423, -1.39883], [-1.29552, 1.37108, -2.06181], [-0.26405, 0.89726, -1.03343], [-0.03815, 1.88482, -0.05781], [6.02533, -1.49661, -0.89789], [6.41458, -0.13621, -1.94332], [6.05120, -1.71147, -2.64868], [4.06999, 0.03901, -1.11153], [4.14829, -0.10697, -2.86637], [2.38043, -1.50483, -2.17002], [3.71596, -2.59341, -2.60387], [4.30954, -2.66376, -0.12347], [2.82469, -1.76909, 0.19184], [3.04176, -4.54055, -1.08479], [2.59412, -4.18924, 0.58488], [0.55640, -4.63896, -0.44361], [1.37905, -3.19131, -2.68948], [0.47891, -2.43521, 0.78213], [-0.35495, -1.72987, -2.06987], [-0.70539, -0.37295, 0.66171], [-2.68481, -1.16425, -1.36418], [-2.83202, -0.74731, 1.39136], [-4.26041, -0.65109, 0.34892], [-4.04511, 1.15676, 2.68735], [-4.03269, 3.82491, 1.22254], [-4.72150, 3.45549, 2.80971], [-2.89109, 4.79966, 3.34344], [-1.86622, 4.13717, 2.07586], [-1.32594, 3.51123, 4.52691], [-2.69128, 2.37609, 4.41723], [0.46890, 2.05599, 1.92546], [-3.46243, 1.02350, -2.10653], [-1.19949, 0.81834, -2.99533], [-1.19995, 2.43730, -2.26264], [0.71529, 0.69762, -1.47867], [-0.90707, 2.25313, 0.16671]], "charge": 0, "molar_mass_g_mol": 352.47, "orbital_gap_ev": 9.13, "smiles": "CCCCC[C@H](O)/C=C/[C@@H]1[C@H]2C/C(=C/CCCC(=O)O)O[C@H]2C[C@H]1O"}



2.
{"formula": "C20H32O5", "method": "wB97M-V/def2-TZVPD", "symbols": ["C", "C", "C", "C", "C", "C", "O", "C", "C", "C", "C", "C", "C", "C", "C", "C", "C", "C", "O", "O", "O", "C", "C", "C", "O", "H", "H", "H", "H", "H", "H", "H", "H", "H", "H", "H", "H", "H", "H", "H", "H", "H", "H", "H", "H", "H", "H", "H", "H", "H", "H", "H", "H", "H", "H", "H", "H"], "positions_angstrom": [[2.20690, 2.58931, -2.02193], [3.43154, 3.08299, -1.25899], [3.26062, 2.98359, 0.25865], [3.45188, 1.55776, 0.77381], [3.19821, 1.41287, 2.27336], [1.74437, 1.66220, 2.71207], [1.69575, 1.39020, 4.09971], [0.80358, 0.81132, 1.90784], [0.22205, -0.29918, 2.33280], [-0.63480, -1.13985, 1.44603], [-2.10053, -1.26228, 1.89652], [-2.98343, -0.25012, 1.17175], [-3.12424, -0.91788, -0.17347], [-3.31330, -0.34768, -1.35786], [-3.37126, -1.13588, -2.63010], [-2.45495, -0.58833, -3.73646], [-1.11880, -0.03010, -3.24071], [-0.37746, -0.86893, -2.23059], [0.42624, -0.38099, -1.46001], [-0.64311, -2.15672, -2.25106], [-2.97375, -2.27477, -0.03550], [-2.55346, -2.59267, 1.28262], [-1.32794, -3.50543, 1.26343], [-0.09810, -2.58158, 1.28835], [0.64013, -2.74403, 0.09034], [1.97004, 1.55809, -1.77452], [2.38005, 2.65078, -3.09426], [1.34114, 3.20390, -1.78199], [4.30890, 2.50696, -1.56115], [3.61402, 4.12621, -1.52907], [3.98907, 3.63343, 0.74984], [2.26524, 3.34578, 0.52048], [2.80069, 0.87721, 0.22554], [4.48281, 1.25365, 0.57567], [3.45140, 0.39883, 2.58907], [3.83635, 2.10171, 2.83004], [1.49091, 2.72282, 2.54290], [0.78452, 1.48061, 4.39798], [0.64241, 1.14821, 0.89363], [0.37584, -0.65936, 3.34217], [-0.63526, -0.68427, 0.45240], [-2.19698, -1.24190, 2.98210], [-2.53423, 0.73838, 1.10288], [-3.95949, -0.16226, 1.65686], [-3.44591, 0.72151, -1.41117], [-3.09107, -2.16212, -2.39590], [-4.39641, -1.14920, -3.01260], [-2.96299, 0.21985, -4.26741], [-2.27060, -1.39139, -4.45128], [-0.44603, 0.10749, -4.09247], [-1.25414, 0.95201, -2.78341], [-0.20502, -2.60400, -1.47935], [-3.39749, -3.05359, 1.81301], [-1.33674, -4.16598, 2.12825], [-1.32133, -4.11221, 0.35916], [0.55793, -2.83824, 2.13302], [1.15625, -1.93675, -0.06106]], "charge": 0, "molar_mass_g_mol": 352.47, "orbital_gap_ev": 9.14, "smiles": "CCCCC[C@H](O)/C=C/[C@@H]1[C@H]2C/C(=C/CCCC(=O)O)O[C@H]2C[C@H]1O"}



Stability check: which of them is least stable? 1.



1.
{"formula": "C3H9NOS", "method": "wB97M-V/def2-TZVPD", "symbols": ["C", "O", "C", "C", "S", "N", "H", "H", "H", "H", "H", "H", "H", "H", "H"], "positions_angstrom": [[1.10603, 0.13123, -0.88780], [2.20870, -0.58314, -0.33395], [0.04537, 0.18983, 0.19090], [-1.16852, 0.99054, -0.25614], [-2.01565, -0.87893, 2.61672], [-0.32636, -1.17775, 0.52612], [0.69381, -0.40792, -1.74162], [1.41246, 1.13263, -1.18639], [2.83739, -0.80795, -1.02421], [0.51541, 0.72031, 1.01949], [-1.58512, 1.58121, 0.55757], [-0.93986, 1.66229, -1.07904], [-1.95111, 0.31067, -0.57882], [-1.19239, -1.19458, 1.07260], [0.35985, -1.66845, 1.10457]], "charge": 0, "molar_mass_g_mol": 107.18, "orbital_gap_ev": 6.55}



2.
{"formula": "C3H9NOS", "method": "wB97M-V/def2-TZVPD", "symbols": ["C", "C", "C", "N", "O", "S", "H", "H", "H", "H", "H", "H", "H", "H", "H"], "positions_angstrom": [[1.22027, 1.06677, 3.07616], [0.42525, -1.54277, -2.18945], [-1.59575, 0.76053, 0.70642], [0.19717, 1.01243, 2.38051], [0.94967, 1.73796, 0.02924], [0.28799, 0.63678, 0.71483], [1.15474, 1.17356, 4.17361], [1.28057, -1.59363, -2.89940], [2.25266, 0.91959, 2.67381], [0.16163, -2.54685, -1.92380], [0.45401, -0.87867, -1.23929], [-0.49480, -1.21015, -2.71250], [-1.84648, 0.09946, -0.13312], [-1.73318, 0.48477, 1.71565], [-1.73952, 1.72712, 0.40172]], "charge": 0, "molar_mass_g_mol": 107.18, "orbital_gap_ev": 9.49}



Stability check: which of them is least stable? 1.



1.
{"formula": "C6H13NO3", "method": "wB97M-V/def2-TZVPD", "symbols": ["C", "N", "C", "O", "C", "O", "O", "H", "H", "H", "H", "H", "H", "H", "C", "C", "C", "H", "H", "H", "H", "H", "H"], "positions_angstrom": [[1.46071, -1.43812, 1.28775], [0.16862, -1.37794, 0.65742], [-1.03968, -1.54462, 1.49506], [-1.19092, -2.84112, 1.92494], [-0.02931, -1.88422, -0.57472], [-1.10754, -2.05189, -1.04973], [1.11835, -1.90685, -1.25832], [1.58631, -0.42200, 1.70390], [1.29239, -2.13637, 2.06630], [2.26974, -1.67438, 0.66565], [-1.96859, -1.24798, 0.99540], [-0.82274, -0.99591, 2.31246], [-1.43621, -3.46393, 1.24862], [1.09407, -2.24618, -2.09105], [-0.57301, 2.31502, 0.12585], [-0.44602, 2.23938, -1.18374], [0.27893, 3.41744, -1.85573], [-1.15725, 1.81591, 0.88315], [0.10169, 3.03648, 0.61289], [-0.97805, 1.50506, -1.86832], [1.39110, 3.20752, -1.84765], [0.03463, 4.32910, -1.35456], [-0.04723, 3.36561, -2.89558]], "charge": 0, "molar_mass_g_mol": 147.17, "orbital_gap_ev": 10.14, "smiles": "CN(CO)C(=O)O.C=CC"}



2.
{"formula": "C6H13NO3", "method": "wB97M-V/def2-TZVPD", "symbols": ["C", "O", "C", "C", "C", "C", "N", "C", "O", "H", "H", "H", "H", "H", "H", "H", "H", "H", "H", "H", "O", "H", "H"], "positions_angstrom": [[-1.01242, 0.15340, 6.27914], [-1.08477, -0.66994, 5.14216], [-0.47057, -0.14405, 3.98237], [1.04994, -0.17905, 4.05818], [-0.99902, -0.96661, 2.81763], [-2.51399, -0.85210, 2.51902], [-2.19953, -0.29698, 1.19647], [-0.75910, -0.39917, 1.41309], [0.14022, 0.18497, 0.85126], [0.01753, 0.24353, 6.66241], [-1.39926, 1.16422, 6.06010], [-1.63586, -0.30547, 7.05597], [-0.80437, 0.90341, 3.85052], [1.42253, 0.45759, 4.87122], [1.39989, -1.20792, 4.22426], [1.48100, 0.18857, 3.11769], [-0.65797, -2.00884, 2.89877], [-3.05407, -1.80688, 2.48060], [-3.03772, -0.13862, 3.16715], [-2.73898, 0.37433, 0.66069], [-1.62772, -2.58920, -0.30511], [-2.23068, -1.82422, 0.08607], [-1.75906, -3.34196, 0.27973]], "charge": 0, "molar_mass_g_mol": 147.17, "orbital_gap_ev": 10.68, "smiles": "CO[C@@H](C)[C@H]1CNC1=O.O"}



3.
{"formula": "C6H13NO3", "method": "wB97M-V/def2-TZVPD", "symbols": ["C", "C", "C", "C", "O", "C", "C", "N", "O", "H", "H", "H", "H", "H", "H", "H", "H", "H", "H", "H", "O", "H", "H"], "positions_angstrom": [[-1.39248, -2.73046, 0.17670], [-0.96698, -1.26583, 0.27555], [-1.40680, -0.63890, 1.60024], [0.53117, -1.14137, 0.12790], [1.09811, -1.24193, -1.17272], [1.18569, 0.00359, -0.52377], [0.39316, 1.14422, -1.12075], [0.21567, 2.29794, -0.24977], [-0.20746, 1.04131, -2.17797], [-2.48509, -2.81838, 0.25750], [-1.08010, -3.17134, -0.77997], [-0.94560, -3.32245, 0.99023], [-1.43627, -0.71113, -0.55154], [-1.13085, 0.42358, 1.65748], [-2.49643, -0.71944, 1.71947], [-0.93196, -1.14881, 2.45253], [1.11610, -1.66101, 0.89739], [2.19062, 0.28324, -0.18748], [0.55511, 2.25095, 0.70352], [-0.53693, 2.93603, -0.47748], [2.57829, 3.18300, -1.56344], [1.95967, 3.93796, -1.22992], [3.19338, 3.06922, -0.82370]], "charge": 0, "molar_mass_g_mol": 147.17, "orbital_gap_ev": 10.43, "smiles": "CC(C)[C@H]1O[C@H]1C(N)=O.O"}



Stability check: which of them is least stable? 1.



1.
{"formula": "C5H10O3", "method": "wB97M-V/def2-TZVPD", "symbols": ["C", "C", "C", "C", "O", "H", "H", "H", "H", "H", "H", "C", "O", "O", "H", "H", "H", "H"], "positions_angstrom": [[0.32056, 1.12858, 3.02749], [0.75540, 0.14891, 2.23689], [0.73845, 0.22101, 0.77878], [1.05534, -0.85375, 0.01224], [0.35884, 1.39931, 0.26266], [-0.10263, 2.02812, 2.61236], [0.34020, 1.03982, 4.10304], [1.16411, -0.76522, 2.65519], [1.30476, -1.78769, 0.48474], [1.28105, -0.75771, -1.03934], [0.11692, 1.26248, -0.69280], [-1.48598, -0.84029, -1.44602], [-0.76345, 0.53543, -2.04276], [0.27677, 0.21357, -2.95994], [-1.10158, -1.66267, -0.85139], [-1.82686, -1.29194, -2.37418], [-2.28130, -0.30296, -0.94056], [-0.15062, 0.28502, -3.82639]], "charge": 0, "molar_mass_g_mol": 118.13, "orbital_gap_ev": 8.78, "smiles": "C=CC(=C)O.COO"}



2.
{"formula": "C5H10O3", "method": "wB97M-V/def2-TZVPD", "symbols": ["O", "C", "O", "C", "O", "H", "H", "H", "H", "C", "C", "C", "H", "H", "H", "H", "H", "H"], "positions_angstrom": [[1.09868, -2.00708, 1.54264], [1.07178, -0.64728, 1.66470], [0.66429, -0.09008, 2.88663], [-0.16447, 0.13835, 1.77477], [-0.29844, 1.41885, 1.31496], [0.41634, -2.40435, 2.09920], [1.95640, -0.20864, 1.21296], [-1.13044, -0.35541, 1.79116], [0.53169, 1.89991, 1.42145], [0.24502, -0.92179, -1.58493], [0.06989, 0.37760, -1.73051], [-1.25621, 1.04564, -1.87844], [-0.58959, -1.60220, -1.57568], [1.21700, -1.36749, -1.46627], [0.92702, 1.04658, -1.73383], [-1.43675, 1.68386, -1.01577], [-1.26533, 1.67987, -2.76942], [-2.05687, 0.31365, -1.95363]], "charge": 0, "molar_mass_g_mol": 118.13, "orbital_gap_ev": 10.42, "smiles": "O[C@@H]1O[C@H]1O.C=CC"}



3.
{"formula": "C5H10O3", "method": "wB97M-V/def2-TZVPD", "symbols": ["C", "C", "O", "C", "H", "H", "H", "H", "H", "H", "C", "O", "C", "O", "H", "H", "H", "H"], "positions_angstrom": [[-1.94203, -0.78079, 0.24020], [-1.00773, -1.64114, 0.60485], [0.30812, -1.29054, 0.72927], [1.17208, -2.31539, 1.15810], [-2.96315, -1.09732, 0.14862], [-1.71930, 0.24777, 0.02320], [-1.23367, -2.67933, 0.82397], [0.90048, -2.67290, 2.15684], [1.16557, -3.16013, 0.46116], [2.17126, -1.88395, 1.19075], [0.90188, 1.85258, -0.08739], [-0.31950, 2.24132, -0.68733], [-0.35282, 2.55404, -1.97036], [-1.34431, 2.87801, -2.54569], [1.72467, 1.90437, -0.80633], [1.10077, 2.52582, 0.74732], [0.79441, 0.83054, 0.28128], [0.64328, 2.48704, -2.46845]], "charge": 0, "molar_mass_g_mol": 118.13, "orbital_gap_ev": 9.87, "smiles": "C=COC.COC=O"}



Stability check: which of them is least stable? 1.